Record 1
Molecular formula: C3H3N3O
Method: DFT, ωB97M-V with the def2-TZVPD basis set

Values from the calculation:
- E_LUMO: 0.0 eV
- Frontier orbital gap: 10.08 eV
- Relative energy (zero: lowest compared OMol25 entry of this formula, charge and spin): 49.4 kcal/mol
- Spin multiplicity: 1
- Largest force on an atom: 2.17 eV Å⁻¹

Last column: Mulliken charge in e.
Cartesian coordinates (Å):
O 2.5102 0.3401 -0.3698  -0.451
C 1.7406 -0.3462 0.2255  0.149
N 0.3506 -0.1348 0.1591  0.537
C -0.3051 1.0109 -0.2042  -0.016
N -1.5793 0.9291 0.0428  -0.474
C -1.6887 -0.4156 0.1665  -0.027
N -0.5855 -1.0913 0.4289  -0.764
H 2.0094 -1.1822 0.8978  0.352
H 0.0538 1.7168 -0.9249  0.363
H -2.4894 -0.8334 -0.4234  0.332

Record 2
Molecular formula: C7H12N2O5
Method: DFT, ωB97M-V with the def2-TZVPD basis set

Values from the calculation:
- E_LUMO: 0.4 eV
- Frontier orbital gap: 10.47 eV
- SMILES string: NCC(=O)N[C@@H](CCC(=O)O)C(=O)O
- Relative energy (zero: lowest compared OMol25 entry of this formula, charge and spin): 11.3 kcal/mol
- Spin multiplicity: 1
- Largest force on an atom: 2.93 eV Å⁻¹

Last column: Mulliken charge in e.
Cartesian coordinates (Å):
N -2.3197 2.2970 -0.7632  -0.553
C -1.7985 2.6713 0.5695  -0.520
C -1.0271 1.6165 1.3427  0.575
O -0.7245 1.8149 2.5410  -0.747
N -0.5932 0.5777 0.5613  -0.102
C 0.4001 -0.3926 1.0533  -0.383
C 0.4861 -1.7444 0.2277  -1.000
C 0.5956 -1.6017 -1.2368  -0.269
C 1.1179 -2.8860 -1.8147  0.351
O 1.2985 -3.9239 -1.2154  -0.576
O 1.3260 -2.8463 -3.1562  -0.430
C 1.7839 0.3461 1.1061  0.690
O 2.7593 0.0362 0.4753  -0.538
O 1.8098 1.3092 2.0855  -0.549
H -2.3591 3.1315 -1.2708  0.203
H -3.1616 1.7843 -0.7174  0.183
H -2.5980 3.1081 1.1957  0.398
H -1.1802 3.5489 0.4654  0.331
H -0.6384 0.8612 -0.4260  0.397
H 0.1102 -0.6915 2.0478  0.315
H -0.3297 -2.4036 0.4385  0.583
H 1.3572 -2.2290 0.6449  0.356
H -0.3176 -1.2362 -1.7879  0.288
H 1.3923 -0.8531 -1.5700  0.293
H 1.7057 -3.6887 -3.2701  0.321
H 0.9051 1.3943 2.4736  0.384

Record 3
Molecular formula: C4H7NO
Method: DFT, ωB97M-V with the def2-TZVPD basis set

Values from the calculation:
- E_LUMO: 0.4 eV
- Frontier orbital gap: 8.42 eV
- Relative energy (zero: lowest compared OMol25 entry of this formula, charge and spin): 121.5 kcal/mol
- Spin multiplicity: 1
- Largest force on an atom: 0.31 eV Å⁻¹

Last column: Mulliken charge in e.
Cartesian coordinates (Å):
O -0.3034 1.4885 2.7730  -0.537
C -0.5155 0.9471 1.7030  -0.225
C 0.3224 -0.0544 1.1001  -0.110
N -0.0353 -0.5621 -0.0717  0.056
C 0.0787 -1.2928 -1.1195  -0.172
C -1.1165 -0.4475 -1.0678  -0.595
H -1.4155 1.2083 1.0962  0.273
H 1.2267 -0.4266 1.5653  0.409
H 2.1614 0.9744 -0.7258  -0.032
H 0.6877 -2.0858 -1.5161  0.367
H 2.1515 0.5980 -1.3701  0.015
H -1.1570 0.4994 -1.6120  0.266
H -2.0853 -0.8465 -0.7547  0.285

Record 4
Molecular formula: C5H12N2
Method: DFT, ωB97M-V with the def2-TZVPD basis set

Values from the calculation:
- E_LUMO: 1.0 eV
- Frontier orbital gap: 8.82 eV
- SMILES string: C=C(CCN)NC
- Relative energy (zero: lowest compared OMol25 entry of this formula, charge and spin): 64.8 kcal/mol
- Spin multiplicity: 1
- Largest force on an atom: 5.78 eV Å⁻¹

Last column: Mulliken charge in e.
Cartesian coordinates (Å):
C 1.9357 -0.0332 -0.3354  -1.218
C 0.7814 -0.3355 0.2556  0.789
C -0.0974 0.5867 0.8929  -0.662
C -0.9458 1.2058 -0.3362  -0.382
N -0.3216 2.3517 -0.9927  -0.634
N 0.4687 -1.6973 0.3780  -0.297
C -1.0741 -2.0637 0.3209  -0.817
H 2.2131 1.0103 -0.5574  0.272
H 2.6787 -0.7208 -0.8554  0.196
H 0.5903 1.4280 1.3778  0.268
H -0.8003 0.2605 1.6558  0.326
H -0.9542 0.3781 -1.1490  0.245
H -1.9718 1.4279 -0.0219  0.314
H -0.1809 3.2467 -0.4635  0.276
H 0.6239 1.9596 -1.2104  0.228
H 1.1275 -2.3429 0.0927  0.204
H -1.3016 -2.1586 -0.7273  0.312
H -1.8007 -1.4372 1.0079  0.213
H -0.9708 -3.0659 0.6675  0.365

Record 5
Molecular formula: CH6N3O
Method: DFT, ωB97M-V with the def2-TZVPD basis set

Values from the calculation:
- E_LUMO: -4.0 eV
- Frontier orbital gap: 11.24 eV
- Relative energy (zero: lowest compared OMol25 entry of this formula, charge and spin): 58.6 kcal/mol
- Net charge: +1
- Spin multiplicity: 1
- Largest force on an atom: 2.22 eV Å⁻¹

Last column: Mulliken charge in e.
Cartesian coordinates (Å):
C -1.0116 -0.2550 -0.0628  0.802
N -1.5005 0.7382 -0.7982  -0.302
N 1.4171 0.6158 0.2702  -0.757
N -0.7311 -1.4929 0.0657  -0.230
O -1.4451 0.7102 0.6912  -0.220
H -0.9096 1.4623 -1.2075  0.316
H 1.5300 1.5615 -0.0865  0.264
H 1.9975 0.0270 -0.3254  0.274
H -0.6129 -1.8807 1.0011  0.301
H 1.8432 0.6069 1.1886  0.260
H -0.5770 -2.0934 -0.7363  0.292

Record 6
Molecular formula: C12H21AuNO3
Method: DFT, ωB97M-V with the def2-TZVPD basis set

Values from the calculation:
- E_LUMO (spin up / spin down): -9.6 / -13.8 eV
- Frontier orbital gap (spin up / spin down): 9.77 / 5.91 eV
- Relative energy (zero: lowest compared OMol25 entry of this formula, charge and spin): 0.0 kcal/mol
- Net charge: +3
- Spin multiplicity: 3
- <S²>: 2.02
- Largest force on an atom: 0.85 eV Å⁻¹

Last column: Mulliken spin population.
Cartesian coordinates (Å):
Au -0.4095 0.6553 -0.4814  0.082
C 2.9998 -3.5378 0.2449  0.028
O 1.9717 -2.6272 0.6254  0.664
C 1.4811 -2.6734 1.9435  0.067
C 1.1309 -1.2808 2.5036  0.043
O 0.1901 -0.4916 1.8278  0.025
C -1.1913 -0.7205 2.2029  0.001
C -1.8923 -1.5812 1.1822  0.002
O -1.7345 -0.9723 -0.1130  -0.014
C -2.4407 -1.7085 -1.1525  0.000
H 3.8526 -3.3886 0.9228  0.046
H 2.6167 -4.5532 0.4324  0.056
H 3.2280 -3.3503 -0.7966  0.002
H 0.5799 -3.3088 1.8564  0.046
H 2.1888 -3.1761 2.6073  0.009
H 0.7941 -1.5062 3.5221  -0.002
H 2.0580 -0.7102 2.5856  0.012
H -1.2310 -1.1544 3.2022  0.000
H -1.6610 0.2639 2.2408  0.001
H -1.5155 -2.6071 1.1493  0.000
H -2.9614 -1.6203 1.4086  -0.001
H -3.5035 -1.7040 -0.9163  0.000
H -2.2580 -1.1985 -2.0924  0.000
H -2.0530 -2.7250 -1.1950  0.000
N 0.1791 2.6088 -1.2242  0.069
C -0.9067 3.3132 -1.7718  0.295
C -1.6034 4.2503 -0.9608  0.036
C -2.6127 4.9779 -1.5166  0.108
C -2.9673 4.7629 -2.8754  0.271
C -2.2632 3.8282 -3.6791  0.100
C -1.2516 3.0960 -3.1347  0.038
H 0.5887 3.0767 -0.4150  -0.001
H 0.9138 2.4254 -1.9090  0.005
H -1.3056 4.3919 0.0710  0.000
H -3.1465 5.7252 -0.9440  0.006
H -3.7974 5.3143 -3.3010  0.003
H -2.5406 3.7150 -4.7187  0.006
H -0.6943 2.3773 -3.7224  -0.001

Record 7
Molecular formula: C3HClF2
Method: DFT, ωB97M-V with the def2-TZVPD basis set

Values from the calculation:
- E_LUMO: 0.9 eV
- Frontier orbital gap: 12.12 eV
- SMILES string: C#CC(F)(F)Cl
- Relative energy (zero: lowest compared OMol25 entry of this formula, charge and spin): 0.0 kcal/mol
- Spin multiplicity: 1
- Largest force on an atom: 2.08 eV Å⁻¹

Last column: Mulliken charge in e.
Cartesian coordinates (Å):
C -1.8085 -1.4184 1.0259  0.254
C -0.9656 -0.8168 0.4214  -0.771
C 0.0718 -0.0878 -0.3274  0.688
F 1.0534 -0.9360 -0.7053  -0.204
F -0.4534 0.4442 -1.4401  -0.199
Cl 0.7885 1.1969 0.6462  -0.134
H -2.5915 -1.9833 1.6045  0.366

Record 8
Molecular formula: C42H37BrN9O6PSeZr
Method: DFT, ωB97M-V with the def2-TZVPD basis set

Values from the calculation:
- E_LUMO: 4.1 eV
- Frontier orbital gap: 5.73 eV
- Relative energy (zero: lowest compared OMol25 entry of this formula, charge and spin): 0.0 kcal/mol
- Net charge: -2
- Spin multiplicity: 1
- Largest force on an atom: 1.03 eV Å⁻¹

Last column: Mulliken charge in e.
Cartesian coordinates (Å):
Zr -0.9773 0.6385 -0.6464  -0.480
C -3.4788 6.0318 0.5932  -0.661
C -3.7551 5.2415 1.7000  -0.596
C -3.4390 3.8911 1.7187  -0.888
C -2.8480 3.2664 0.6010  -0.526
C -2.5683 4.0809 -0.5163  -0.392
C -2.8754 5.4286 -0.5085  -0.724
N -2.5287 1.9189 0.5820  2.315
N -3.2193 1.2525 1.5674  -0.596
C -2.7936 0.2107 2.1525  0.867
C -3.6910 -0.6134 2.9535  -1.610
C -3.7159 -1.9470 2.9349  -0.320
C -2.9859 -2.8709 2.0789  -0.562
C -2.0724 -2.6353 1.1347  -1.136
C -1.4504 -1.3663 0.6956  1.563
H -3.7214 7.0879 0.5874  0.360
H -4.2144 5.6845 2.5783  0.363
H -3.6326 3.3010 2.6024  0.386
H -2.1311 3.6309 -1.3963  0.630
H -2.6557 6.0155 -1.3943  0.424
H -4.4052 -0.0684 3.5587  0.449
H -4.4530 -2.4224 3.5763  0.348
H -3.3236 -3.9011 2.1677  0.379
H -1.8136 -3.4633 0.4798  0.513
C 6.8841 -1.3245 -0.4488  -0.503
C 6.1344 -2.4755 -0.6803  -0.784
C 4.8079 -2.5305 -0.2900  0.101
C 4.2038 -1.4421 0.3416  0.674
C 4.9624 -0.3014 0.5665  -0.544
C 6.2958 -0.2377 0.1752  -0.628
P 2.4308 -1.4038 0.8760  0.321
C 2.5017 -2.7464 2.1335  0.004
C 1.2824 -3.2657 2.5734  -0.051
C 1.2404 -4.2229 3.5737  -0.940
C 2.4172 -4.6709 4.1653  -0.555
C 3.6325 -4.1530 3.7413  -0.641
C 3.6740 -3.1989 2.7304  -0.822
C 1.6082 -2.3020 -0.5035  1.106
C 1.5119 -3.6859 -0.5776  0.027
C 0.8361 -4.2989 -1.6262  -0.931
C 0.2496 -3.5205 -2.6124  -0.901
C 0.3378 -2.1371 -2.5556  -0.417
C 1.0057 -1.5145 -1.5034  -0.759
H 7.9180 -1.2747 -0.7695  0.335
H 6.5859 -3.3251 -1.1792  0.371
H 4.2228 -3.4199 -0.4933  0.364
H 4.4904 0.5604 1.0264  0.281
H 6.8641 0.6700 0.3389  0.358
H 0.3608 -2.9111 2.1312  0.569
H 0.2802 -4.6092 3.8946  0.463
H 2.3854 -5.4161 4.9518  0.356
H 4.5576 -4.4926 4.1938  0.391
H 4.6343 -2.8098 2.4075  0.367
H 1.9438 -4.2970 0.2069  0.427
H 0.7565 -5.3794 -1.6587  0.312
H -0.2936 -3.9889 -3.4250  0.378
H -0.1291 -1.5088 -3.3050  0.417
N 0.4944 2.5230 0.3781  -0.145
N 0.2952 2.6915 1.7628  -0.331
C -0.2596 1.5846 2.4118  0.256
N -0.4834 1.5418 3.6888  -1.001
N -0.4900 0.5753 1.5583  0.572
N -1.4260 -0.3759 1.9773  0.175
O -2.3327 -0.7194 -0.1664  -0.807
O -0.9936 -1.0158 3.1520  -0.409
H 1.4422 2.2369 0.1574  0.181
H 0.2589 3.3798 -0.1133  0.291
H 1.0726 3.1055 2.2576  0.284
H -0.2984 2.4360 4.1292  0.250
H -0.7849 -0.2325 3.7255  0.491
Br -5.4262 -1.8386 -2.7919  -0.256
C -5.3375 0.0404 -2.4394  0.216
C -5.2857 0.9008 -3.5240  -0.268
C -5.1855 2.2442 -3.2492  -0.096
C -5.1681 2.6612 -1.9351  -0.418
C -5.2274 1.7046 -0.9381  -0.589
N -5.3066 0.3837 -1.1702  -0.442
H -5.2616 0.5178 -4.5329  0.375
H -5.0722 2.9541 -4.0571  0.252
H -5.0467 3.7034 -1.6727  0.378
H -5.1648 1.9838 0.1075  0.749
N 1.0292 -0.0943 -1.4410  2.094
C 2.1580 0.4712 -1.9975  0.319
C 3.2421 -0.3051 -2.4682  -0.652
C 4.4173 0.2731 -2.9113  -0.408
C 4.5773 1.6519 -2.9436  -0.844
C 3.4966 2.4345 -2.5571  -0.701
C 2.3159 1.8705 -2.1081  -0.477
H 3.1611 -1.3842 -2.4706  0.273
H 5.2244 -0.3760 -3.2347  0.381
H 5.4995 2.1016 -3.2907  0.343
H 3.5581 3.5155 -2.6334  0.418
H 1.4595 2.4983 -1.9384  -0.018
O -0.7092 2.2731 -2.1463  -0.785
Se -1.4105 1.5335 -3.4935  1.175
O -2.6037 2.4603 -4.0581  -0.681
O -1.9607 0.2078 -2.6267  -0.664
O -0.3119 1.1235 -4.5975  -0.737